1.
Entry from the Open Molecules 2025 dataset: a cluster of 3 separate species, C6H15O5 in total in a non-equilibrium geometry (ωB97M-V/def2-TZVPD).

ΔE to the lowest compared entry with this formula, charge and spin (kcal per mole): 108.6
Molecular weight (g mol⁻¹): 167.18
E_tot (eV): -16695.00304
Spin multiplicity: 2
Net charge: 0
Lowest unoccupied orbital energy (alpha / beta) (eV): 0.60 / -2.91
HOMO energy (alpha / beta) (eV): -8.24 / -7.94
Largest force on an atom (eV/Å): 4.50

Structure (XYZ):
```
26
C6H15O5 (ωB97M-V/def2-TZVPD)
C 2.4007 -4.5116 -1.4768
O 1.7000 -3.6641 -2.3065
H 1.7455 -5.2442 -0.9731
H 3.0845 -5.0908 -2.1302
H 3.0254 -3.9753 -0.7442
O -0.5779 -2.2215 -1.6999
H 0.5133 -2.9279 -1.8869
O -0.8213 -1.9129 -0.3982
C -2.0844 -1.2599 -0.2538
C -2.0330 0.2173 -0.5618
O -1.2349 0.8700 0.3882
C -1.1380 2.2569 0.1749
C -0.2777 2.8833 1.2426
O 1.0598 2.4886 1.0777
C 1.9163 3.0284 2.0505
H -2.3519 -1.4240 0.7981
H -2.8213 -1.7585 -0.9003
H -3.0680 0.6071 -0.5429
H -1.6335 0.3767 -1.5799
H -2.1423 2.7164 0.2138
H -0.7098 2.4695 -0.8218
H -0.6467 2.5852 2.2419
H -0.3689 3.9830 1.1656
H 2.9332 2.6818 1.8307
H 1.9003 4.1326 2.0287
H 1.6307 2.6938 3.0635
```


2.
Entry from the Open Molecules 2025 dataset: a cluster of 2 separate species, C6H16 in total in a non-equilibrium geometry (ωB97M-V/def2-TZVPD).

ΔE to the lowest compared entry with this formula, charge and spin (kcal per mole): 6.4
Molecular weight (g mol⁻¹): 88.19
SMILES string: CCC.CCC
E_tot (eV): -6481.38042
Spin multiplicity: 1
Net charge: 0
Lowest unoccupied orbital energy (eV): 0.99
HOMO energy (eV): -11.27
Largest force on an atom (eV/Å): 1.06

Structure (XYZ):
```
22
C6H16 (ωB97M-V/def2-TZVPD)
C 2.7670 -2.0879 0.6772
C 1.9441 -2.5904 -0.4996
C 1.9432 -1.6135 -1.6656
H 2.4747 -1.0718 0.9379
H 3.8205 -2.0530 0.4151
H 2.6352 -2.7314 1.5424
H 0.9342 -2.8252 -0.1668
H 2.3890 -3.5320 -0.8286
H 2.9521 -1.3078 -1.9302
H 1.4050 -2.0418 -2.5074
H 1.3296 -0.7319 -1.4339
C -2.3343 1.8071 -0.7817
C -2.5609 2.5388 0.5396
C -1.8119 1.9533 1.7192
H -1.2809 1.5535 -0.8749
H -2.6321 2.4207 -1.6219
H -2.8096 0.8174 -0.7577
H -3.6281 2.5605 0.7563
H -2.3503 3.6008 0.3980
H -1.7128 2.6962 2.5195
H -2.3157 1.0827 2.1417
H -0.7962 1.6621 1.4602
```


3.
Entry from the Open Molecules 2025 dataset: a cluster of 2 separate species, C6H16 in total in a non-equilibrium geometry (ωB97M-V/def2-TZVPD).

ΔE to the lowest compared entry with this formula, charge and spin (kcal per mole): 16.8
Molecular weight (g mol⁻¹): 88.19
SMILES string: CCC.CCC
E_tot (eV): -6480.92818
Spin multiplicity: 1
Net charge: 0
Lowest unoccupied orbital energy (eV): 1.10
HOMO energy (eV): -10.84
Largest force on an atom (eV/Å): 1.97

Structure (XYZ):
```
22
C6H16 (ωB97M-V/def2-TZVPD)
C 0.2650 -0.5839 -2.9568
C 0.7602 -0.8116 -1.5382
C 2.0959 -0.1291 -1.2396
H -0.7813 -0.9064 -2.9879
H 0.2825 0.4529 -3.2943
H 0.8418 -1.1291 -3.7097
H 0.8325 -1.8515 -1.2080
H 0.1042 -0.3201 -0.7969
H 2.9896 -0.7045 -1.5134
H 2.1135 0.2802 -0.2393
H 2.3007 0.6833 -1.9625
C -0.8091 1.6961 1.7652
C -1.4403 0.3399 1.4546
C -1.1230 -0.7431 2.5039
H 0.2436 1.8382 1.4953
H -0.7494 1.9010 2.8360
H -1.4401 2.4966 1.3721
H -2.4813 0.5091 1.1920
H -0.9816 -0.0415 0.5476
H -0.0490 -0.9556 2.4989
H -1.3152 -0.3614 3.5068
H -1.6594 -1.6595 2.2741
```


4.
Entry from the Open Molecules 2025 dataset: a cluster of 2 separate species, C6H16 in total in a non-equilibrium geometry (ωB97M-V/def2-TZVPD).

ΔE to the lowest compared entry with this formula, charge and spin (kcal per mole): 48.2
Molecular weight (g mol⁻¹): 88.19
SMILES string: CC(C)C.CC
E_tot (eV): -6479.56741
Spin multiplicity: 1
Net charge: 0
Lowest unoccupied orbital energy (eV): 0.96
HOMO energy (eV): -10.56
Largest force on an atom (eV/Å): 4.66

Structure (XYZ):
```
22
C6H16 (ωB97M-V/def2-TZVPD)
C -2.3503 -0.5662 0.3943
C -0.9127 -1.0308 0.3832
C -0.5342 -2.0455 1.3520
C -0.5073 -1.5452 -1.0527
H -3.1056 -1.4064 0.2550
H -2.5622 -0.0842 -0.5706
H -2.5604 0.0677 1.3700
H -0.2126 -0.2711 0.5117
H 0.5931 -2.2307 1.2730
H -0.2945 -1.6050 2.3814
H -1.0814 -3.0006 1.3419
H 0.5566 -1.6735 -1.0999
H -0.9756 -2.5087 -1.3396
H -0.4325 -0.6843 -1.7651
C 1.7446 2.8722 0.1293
C 1.8374 1.8858 -0.9834
H 2.7401 2.7204 0.7727
H 1.5350 3.9604 -0.0938
H 1.0553 2.3786 0.7055
H 2.6053 1.1222 -0.8785
H 1.9504 2.3417 -1.9426
H 0.9114 1.3032 -1.1439
```


5.
Entry from the Open Molecules 2025 dataset: a cluster of 2 separate species, C6H16 in total in a non-equilibrium geometry (ωB97M-V/def2-TZVPD).

ΔE to the lowest compared entry with this formula, charge and spin (kcal per mole): 39.4
Molecular weight (g mol⁻¹): 88.19
E_tot (eV): -6469.15848
Spin multiplicity: 2
Net charge: +1
Lowest unoccupied orbital energy (alpha / beta) (eV): -3.15 / -10.31
HOMO energy (alpha / beta) (eV): -14.96 / -14.91
Largest force on an atom (eV/Å): 5.58

Structure (XYZ):
```
22
C6H16 (ωB97M-V/def2-TZVPD)
C 0.6659 -1.5042 1.5167
C 1.0219 -2.9021 0.9777
H 0.8422 -0.6175 0.9154
H -0.3427 -1.6557 1.9880
H 1.3496 -1.2362 2.3901
H 0.4264 -3.7719 1.3362
H 2.1074 -3.1039 0.9573
H 0.7440 -2.8029 0.0461
C -0.5720 1.0963 -0.4789
C -1.7154 2.0086 -0.7944
C -0.1935 -0.0282 -1.5477
C 0.6421 1.8893 -0.0593
H -1.0876 0.5434 0.4806
H -2.2574 1.9811 0.1658
H -2.4714 1.5568 -1.4619
H -1.0982 -0.3880 -1.9406
H 0.2688 0.4656 -2.3439
H 0.4137 -0.9060 -1.2355
H 0.4048 2.2540 0.9857
H 1.5353 1.4134 -0.0912
H 0.8761 2.7158 -0.6533
H -1.5599 2.9921 -1.1529
```


6.
Entry from the Open Molecules 2025 dataset: a cluster of 2 separate species, C6H16 in total in a non-equilibrium geometry (ωB97M-V/def2-TZVPD).

ΔE to the lowest compared entry with this formula, charge and spin (kcal per mole): 13.1
Molecular weight (g mol⁻¹): 88.19
E_tot (eV): -6470.29971
Spin multiplicity: 2
Net charge: +1
Lowest unoccupied orbital energy (alpha / beta) (eV): -2.91 / -10.44
HOMO energy (alpha / beta) (eV): -14.62 / -14.62
Largest force on an atom (eV/Å): 2.90

Structure (XYZ):
```
22
C6H16 (ωB97M-V/def2-TZVPD)
C 0.4040 -0.0022 1.2684
C 0.7760 0.7540 2.6119
C 1.5676 -0.2827 0.3840
C -0.3818 -1.2577 1.5333
H -0.2363 0.7957 0.7749
H 1.8378 0.5493 2.7502
H 1.4638 -0.0254 -0.6875
H 2.4539 0.3594 0.5567
H 1.8909 -1.3142 0.5070
H -1.3360 -0.9902 1.9971
H -0.5478 -1.8083 0.6051
H 0.1423 0.3955 3.4208
H 0.7100 1.8434 2.6189
H 0.0731 -2.0301 2.1637
C -0.7414 0.6944 -3.1478
C -1.4021 -0.0388 -1.9839
H -0.8160 1.7708 -2.9309
H 0.3241 0.5476 -3.3014
H -1.3218 0.5890 -4.0597
H -2.2785 0.4909 -1.6003
H -1.8311 -0.9643 -2.3721
H -0.7508 -0.0762 -1.1086
```


7.
Entry from the Open Molecules 2025 dataset: a structure of composition C6H16AgF2NO10S2 in a non-equilibrium geometry (ωB97M-V/def2-TZVPD).

ΔE to the lowest compared entry with this formula, charge and spin (kcal per mole): 96.1
Molecular weight (g mol⁻¹): 472.19
E_tot (eV): -59536.39847
Spin multiplicity: 2
Net charge: -3
Lowest unoccupied orbital energy (alpha / beta) (eV): 5.71 / 5.71
HOMO energy (alpha / beta) (eV): 2.53 / 2.53
Largest force on an atom (eV/Å): 9.79

Structure (XYZ):
```
38
C6H16AgF2NO10S2 (ωB97M-V/def2-TZVPD)
Ag 0.2241 0.3242 -0.1025
O 1.9588 -4.3121 -4.2576
C 0.9904 -4.5164 -3.2543
C 1.0055 -3.5629 -2.0126
O 1.2256 -2.1762 -2.3383
H 0.9680 -5.5664 -2.9626
H 0.0434 -4.4155 -3.7845
H 1.9364 -3.8698 -1.5356
H 0.1658 -3.8711 -1.3897
O 0.8346 3.7150 -1.2340
C 0.2155 4.9748 -0.9687
C 0.1918 6.1247 -2.1225
O 1.3172 6.2920 -2.9726
H 0.6877 5.3755 -0.0717
H -0.7559 4.7868 -0.5115
H 0.0183 7.0963 -1.6599
H -0.7168 5.9096 -2.6848
N 1.5213 0.4483 2.7137
S 1.2227 1.2360 3.9388
O 1.9904 2.4475 4.2186
O 0.5985 0.5258 5.0563
F -0.1633 1.8133 3.3015
S 2.9576 -0.2067 3.3664
O 2.8574 -1.2283 4.3927
O 4.1147 0.6445 3.4066
F 3.3649 -1.0952 2.0981
C -1.3011 -2.9005 2.6853
O -1.7743 -1.9373 1.7696
H -0.2492 -3.1169 2.4989
H -1.3672 -2.5280 3.7075
H -1.9244 -3.7946 2.6699
H -2.6855 -2.1782 1.5875
C -3.2082 -0.4127 -2.4313
O -2.6639 0.6363 -1.6371
H -2.6830 -1.3675 -2.4049
H -4.1796 -0.5608 -1.9595
H -3.4704 -0.1159 -3.4468
H -3.2677 1.3821 -1.6680
```


8.
Entry from the Open Molecules 2025 dataset: a structure of composition C6H16AsBa2CuF6O5P in a non-equilibrium geometry (ωB97M-V/def2-TZVPD).

ΔE to the lowest compared entry with this formula, charge and spin (kcal per mole): 278.7
Molecular weight (g mol⁻¹): 726.28
E_tot (eV): -149148.03783
Spin multiplicity: 1
Net charge: +3
Lowest unoccupied orbital energy (eV): -12.12
HOMO energy (eV): -14.28
Largest force on an atom (eV/Å): 3.11

Structure (XYZ):
```
38
C6H16AsBa2CuF6O5P (ωB97M-V/def2-TZVPD)
Cu -15.2424 6.2122 -7.0682
Ba -13.0489 0.3947 -7.6909
Ba -12.4486 5.8573 -11.7974
O -15.5446 3.4650 -9.6213
H -16.3866 3.1213 -9.9782
As -13.5366 -0.8439 -13.5299
F -12.1087 -1.0529 -14.5923
F -14.6195 0.0381 -14.7247
F -14.8477 -0.7922 -12.3380
F -12.4940 -1.5368 -12.2041
F -12.9310 0.7794 -13.1253
F -14.1372 -2.4108 -14.0541
C -18.7989 -6.3250 -9.7164
C -18.3361 -5.1245 -8.9165
O -19.1651 -4.8205 -7.7799
P -19.3054 -3.3019 -7.1934
O -18.0276 -2.5542 -7.0860
O -20.4803 -2.6779 -8.1200
C -20.3266 -1.9621 -9.3368
C -21.6592 -1.4317 -9.9112
O -19.9310 -3.7565 -5.7634
C -21.2876 -4.0984 -5.4509
C -21.6583 -5.4937 -5.9404
H -18.1323 -7.1707 -9.5477
H -19.8005 -6.6690 -9.4585
H -18.6635 -6.0814 -10.7702
H -17.4243 -5.5307 -8.4786
H -18.0147 -4.2878 -9.5368
H -19.8035 -1.0661 -9.0025
H -19.7820 -2.5451 -10.0795
H -22.1663 -0.9502 -9.0750
H -21.4292 -0.7013 -10.6870
H -22.1973 -2.2342 -10.4158
H -21.2615 -3.9540 -4.3708
H -21.8030 -3.2294 -5.8599
H -22.6490 -5.8637 -5.6764
H -21.6095 -5.5792 -7.0259
H -20.9213 -6.1503 -5.4779
```


9.
Entry from the Open Molecules 2025 dataset: a cluster of 6 separate species, C6H16Cl6N3O6 in total in a non-equilibrium geometry (ωB97M-V/def2-TZVPD).

ΔE to the lowest compared entry with this formula, charge and spin (kcal per mole): 27.4
Molecular weight (g mol⁻¹): 438.93
E_tot (eV): -98365.13498
Spin multiplicity: 1
Net charge: -1
Lowest unoccupied orbital energy (eV): 2.08
HOMO energy (eV): -4.12
Largest force on an atom (eV/Å): 7.78

Structure (XYZ):
```
37
C6H16Cl6N3O6 (ωB97M-V/def2-TZVPD)
N -16.5799 24.9930 -10.0277
H -16.1723 25.4132 -9.2047
H -15.8338 24.5560 -10.5496
H -16.8119 25.7612 -10.6410
H -17.2964 24.3279 -9.7738
N -14.7998 22.7891 -12.5391
O -14.8424 23.7695 -11.8242
O -14.2837 22.8014 -13.5670
O -15.4073 21.8279 -12.1266
N -18.3171 22.1140 -10.5511
O -17.5421 21.4234 -9.9145
O -18.8867 23.1204 -10.1758
O -18.2954 21.8020 -11.7126
Cl -18.2181 25.8245 -12.4398
C -18.4595 27.6154 -12.7531
C -17.5708 28.5008 -11.9009
Cl -17.6767 27.9615 -10.2106
H -19.4969 27.8399 -12.5052
H -18.3325 27.8189 -13.8164
H -17.8714 29.5467 -11.9625
H -16.5234 28.4511 -12.1987
Cl -16.6688 23.0251 -4.5481
C -17.2182 22.1065 -6.0308
C -16.0681 21.6007 -6.8633
Cl -15.5456 23.0240 -7.7833
H -17.9562 22.6826 -6.5888
H -17.7593 21.2603 -5.6074
H -16.2306 20.6734 -7.4126
H -15.2519 21.2939 -6.2092
Cl -14.6655 26.1382 -7.8859
C -14.7319 25.8229 -6.1027
C -14.1558 26.9678 -5.3027
Cl -12.3911 27.0508 -5.3933
H -14.1330 24.9178 -6.0017
H -15.7942 25.7217 -5.8805
H -14.4415 26.8472 -4.2577
H -14.5112 27.9503 -5.6135
```


10.
Entry from the Open Molecules 2025 dataset: a structure of composition C6H16CrN2O12S2 in a non-equilibrium geometry (ωB97M-V/def2-TZVPD).

Molecular weight (g mol⁻¹): 424.33
E_tot (eV): -84120.61389
Spin multiplicity: 5
Net charge: -2
Lowest unoccupied orbital energy (alpha / beta) (eV): 3.86 / 3.86
HOMO energy (alpha / beta) (eV): 0.41 / 0.42
Largest force on an atom (eV/Å): 5.82

Structure (XYZ):
```
39
C6H16CrN2O12S2 (ωB97M-V/def2-TZVPD)
Cr -22.2390 2.4262 -0.4172
O -23.0100 2.9172 -2.1649
H -23.8783 3.2473 -2.4676
O -21.9349 1.8241 1.3596
H -21.6910 1.3265 2.1642
S -20.2220 4.6100 -1.7773
O -20.1612 5.9548 -1.2652
O -20.8621 3.7521 -0.7637
O -20.8440 4.4777 -3.0689
O -18.7682 4.6149 -1.7730
S -20.7940 0.4266 -2.5194
O -19.4571 -0.0890 -2.4350
O -20.9825 1.3997 -3.5643
O -21.4916 -0.8305 -2.7146
O -21.2518 1.0462 -1.2986
C -23.8193 4.8215 1.2774
O -23.4045 3.9566 0.4683
N -23.9030 6.1404 0.9873
C -24.7888 6.9193 1.8242
C -23.5648 6.6743 -0.3681
H -24.2949 4.5727 2.2387
H -25.6171 7.2480 1.1965
H -24.3350 7.8712 2.0998
H -25.3149 6.4727 2.6680
H -24.4902 6.6088 -0.9404
H -23.1996 7.6993 -0.3045
H -22.7404 6.1295 -0.8281
C -24.6277 0.2806 -0.1541
O -24.0720 1.3132 -0.4361
N -25.6464 0.2344 0.7389
C -26.1352 -1.0953 1.3074
C -26.0760 1.3309 1.6158
H -24.4363 -0.6855 -0.6463
H -25.6416 -1.4368 2.2173
H -26.2760 -1.8559 0.5394
H -27.1442 -1.2245 1.6990
H -27.1511 1.4128 1.7756
H -25.4047 1.2027 2.4649
H -25.8706 2.3075 1.1774
```


11.
Entry from the Open Molecules 2025 dataset: a structure of composition C6H16CuN4OS in a non-equilibrium geometry (ωB97M-V/def2-TZVPD).

Molecular weight (g mol⁻¹): 255.83
E_tot (eV): -69958.86538
Spin multiplicity: 1
Net charge: +1
Lowest unoccupied orbital energy (eV): -3.44
HOMO energy (eV): -11.51
Largest force on an atom (eV/Å): 2.45

Structure (XYZ):
```
29
C6H16CuN4OS (ωB97M-V/def2-TZVPD)
Cu -0.9803 -0.4910 -1.3567
C -0.5558 -1.9104 2.9440
N -0.1604 -1.3643 1.6199
C 0.8208 -2.0384 0.7871
C -0.8244 -0.2155 1.2766
S -2.2911 -0.3016 0.3406
N -0.3084 0.9899 1.6110
C 1.1506 1.2149 1.6755
C -1.1408 2.1662 1.6623
H 0.2907 -2.4539 3.3449
H -1.3739 -2.6308 2.9332
H -0.8015 -1.0879 3.6349
H 0.4266 -3.0301 0.5512
H 1.7331 -2.1209 1.4161
H 0.9681 -1.4828 -0.0955
H 1.4699 2.1915 1.2841
H 1.6876 0.4657 1.0955
H 1.4674 1.2191 2.7147
H -1.1732 2.5306 2.7012
H -2.1214 1.8013 1.2900
H -0.7657 2.9812 0.9644
N 0.2739 -0.2332 -5.0170
C 0.2503 0.1042 -3.7129
N 0.5837 1.3815 -3.4052
O 0.1287 -0.7853 -2.8212
H 0.3700 0.4421 -5.7490
H -0.1819 -1.1166 -5.2199
H 0.4644 2.2093 -4.0528
H 0.5930 1.5652 -2.4170
```


12.
Entry from the Open Molecules 2025 dataset: a structure of composition C6H16FeLiO14P2S2 in a non-equilibrium geometry (ωB97M-V/def2-TZVPD).

Molecular weight (g mol⁻¹): 501.05
E_tot (eV): -109983.61206
Spin multiplicity: 7
Net charge: -1
Lowest unoccupied orbital energy (alpha / beta) (eV): 2.21 / 1.91
HOMO energy (alpha / beta) (eV): -4.11 / -3.90
Largest force on an atom (eV/Å): 14.32

Structure (XYZ):
```
42
C6H16FeLiO14P2S2 (ωB97M-V/def2-TZVPD)
Li 21.1947 12.7805 18.6099
Fe 19.7400 10.5597 19.4983
P 21.2182 11.7430 21.0007
O 22.6294 12.3214 21.2100
O 21.5950 11.1843 19.6973
O 20.0956 12.3432 20.1454
O 20.6430 10.3307 21.2325
P 19.2038 10.2118 17.1598
O 19.6146 11.5026 17.7229
O 19.0696 10.7173 15.7510
O 18.2561 10.2458 18.3457
O 20.4098 9.7000 17.8949
O 17.5726 6.4056 20.5651
S 18.7075 6.9557 19.8823
O 19.0661 8.3853 20.1158
O 20.1712 6.0678 20.0211
C 20.1264 4.6268 20.0263
C 21.3583 4.0460 19.3232
C 18.4014 6.7451 18.1091
H 19.2580 4.0678 19.6779
H 20.0821 4.2103 21.0326
H 21.3799 2.9780 19.1062
H 22.2158 4.2022 19.9777
H 21.6109 4.5816 18.4081
H 18.0442 7.7015 17.7271
H 17.6466 5.9720 17.9654
H 19.3603 6.5172 17.6437
O 17.9986 10.8802 21.0266
S 16.5898 11.1443 21.3824
O 15.9780 10.7943 22.6534
O 16.2089 12.6988 20.9440
C 16.7988 13.0528 19.7140
C 16.2073 14.3376 19.1792
C 15.4492 10.3587 20.0663
H 16.8180 12.2686 18.9573
H 17.8790 13.1936 19.6752
H 16.1286 15.1930 19.8502
H 15.2573 14.1838 18.6674
H 16.9258 14.6727 18.4311
H 15.7118 10.3744 19.0085
H 14.4964 10.8879 20.0834
H 15.4121 9.3060 20.3468
```